A:
ORCA calculation (ωB97M-V with the def2-TZVPD basis set) on a cluster of 3 separate species, C5H13NS in total.

Results
2S+1: 2
HOMO energy (alpha / beta): -12.395 / -12.055 eV
E_LUMO (alpha / beta): -8.34 / -8.32 eV
<S²>: 1.33
gap between HOMO and LUMO (alpha / beta): 4.0580 / 3.7362 eV
total charge: +1

Cartesian coordinates (Å):
C (0.528, -1.676, 0.399)
N (0.540, -1.683, -1.036)
C (0.065, 1.866, -1.619)
C (-0.457, 0.671, -1.989)
S (-0.161, 0.838, 2.896)
C (0.234, 2.248, -0.175)
C (-0.929, -1.698, 0.850)
H (1.023, -0.738, 0.876)
H (1.071, -2.546, 0.865)
H (1.395, -2.037, -1.293)
H (0.292, 2.643, -2.343)
H (0.027, -0.359, -1.476)
H (-1.221, 0.592, -2.844)
H (0.567, -0.187, 3.372)
H (-0.401, 3.102, 0.064)
H (1.316, 2.579, 0.006)
H (-0.026, 1.437, 0.567)
H (-1.029, -1.706, 1.953)
H (-1.469, -2.558, 0.454)
H (-1.363, -0.787, 0.475)

---

B:
ORCA calculation (ωB97M-V with the def2-TZVPD basis set) on the ion C5H13NS with charge +1.

Results
2S+1: 2
HOMO energy (alpha / beta): -13.261 / -12.936 eV
E_LUMO (alpha / beta): -2.87 / -8.00 eV
<S²>: 0.76
gap between HOMO and LUMO (alpha / beta): 10.3912 / 4.9405 eV
total charge: +1

Cartesian coordinates (Å):
C (1.076, -0.672, 1.432)
C (0.455, 0.291, 2.415)
S (1.304, 1.935, 2.280)
C (0.963, -0.211, 0.014)
N (-0.392, -0.501, -0.532)
C (-0.557, 0.044, -1.878)
C (-1.968, -0.200, -2.439)
H (0.472, -1.599, 1.575)
H (2.073, -1.042, 1.685)
H (-0.566, 0.634, 2.295)
H (0.417, -0.084, 3.484)
H (2.580, 1.610, 2.591)
H (1.232, 0.867, 0.054)
H (1.568, -0.757, -0.689)
H (-1.269, -0.330, -0.020)
H (-0.353, 1.115, -1.894)
H (0.185, -0.293, -2.594)
H (-2.702, 0.593, -2.317)
H (-2.011, -0.378, -3.513)
H (-2.507, -1.020, -1.950)

---

Verdict on stability: B comes out on top.

---

A:
ORCA calculation (ωB97M-V with the def2-TZVPD basis set) on an isolated molecule of C18H29NO2.

Results
HOMO energy: -8.045 eV
SMILES: Cc1cc(OCCOCCN2CCCC2)ccc1C(C)C
E_LUMO: 0.77 eV
gap between HOMO and LUMO: 8.8164 eV

Cartesian coordinates (Å):
C (-4.925, -1.272, -1.219)
C (-3.716, -0.805, -0.460)
C (-2.700, -1.711, -0.209)
C (-1.547, -1.358, 0.488)
C (-1.421, -0.051, 0.942)
C (-2.437, 0.854, 0.692)
C (-3.588, 0.511, -0.001)
C (-4.653, 1.558, -0.239)
H (-5.484, 1.107, -0.785)
C (-4.105, 2.704, -1.093)
H (-3.715, 2.321, -2.033)
H (-4.893, 3.422, -1.312)
H (-3.302, 3.225, -0.578)
C (-5.204, 2.086, 1.088)
H (-4.431, 2.598, 1.657)
H (-5.585, 1.266, 1.692)
H (-6.015, 2.788, 0.906)
H (-2.316, 1.864, 1.054)
H (-0.548, 0.275, 1.486)
O (-0.642, -2.362, 0.675)
C (0.579, -2.075, 1.312)
C (1.553, -1.274, 0.440)
O (2.293, -2.183, -0.347)
C (3.120, -1.578, -1.308)
C (4.352, -0.874, -0.721)
N (4.041, 0.391, -0.096)
C (5.115, 0.916, 0.731)
C (4.700, 2.364, 0.949)
H (5.518, 2.989, 1.302)
H (3.883, 2.405, 1.669)
C (4.202, 2.761, -0.441)
H (3.454, 3.551, -0.404)
H (5.036, 3.111, -1.050)
C (3.636, 1.453, -1.015)
H (2.544, 1.482, -1.065)
H (4.018, 1.274, -2.031)
H (5.181, 0.343, 1.659)
H (6.093, 0.869, 0.221)
H (4.779, -1.528, 0.043)
H (5.098, -0.756, -1.530)
H (2.541, -0.872, -1.921)
H (3.458, -2.401, -1.944)
H (2.228, -0.680, 1.069)
H (0.994, -0.589, -0.215)
H (0.406, -1.557, 2.264)
H (1.028, -3.050, 1.512)
H (-2.781, -2.731, -0.553)
H (-5.828, -1.157, -0.620)
H (-4.822, -2.321, -1.481)
H (-5.051, -0.701, -2.138)

---

B:
ORCA calculation (ωB97M-V with the def2-TZVPD basis set) on an isolated molecule of C18H29NO2.

Results
HOMO energy: -8.096 eV
SMILES: CC[C@H](C)c1ccccc1OCCOCCN1CCCC1
E_LUMO: 0.91 eV
gap between HOMO and LUMO: 9.0076 eV

Cartesian coordinates (Å):
C (-3.784, -1.886, -1.967)
C (-2.925, -0.689, -1.577)
H (-1.899, -1.023, -1.410)
H (-2.912, 0.031, -2.398)
C (-3.410, 0.005, -0.295)
C (-2.361, 0.985, 0.171)
C (-2.065, 2.125, -0.564)
C (-1.100, 3.024, -0.149)
C (-0.419, 2.801, 1.034)
C (-0.695, 1.671, 1.782)
C (-1.646, 0.754, 1.349)
O (-1.952, -0.359, 2.110)
C (-0.889, -1.240, 2.394)
C (-0.560, -2.143, 1.192)
O (-0.039, -1.465, 0.073)
C (1.364, -1.412, -0.047)
C (2.036, -0.351, 0.855)
N (3.309, 0.153, 0.411)
C (4.396, -0.806, 0.280)
H (4.064, -1.768, -0.136)
C (5.413, -0.142, -0.664)
H (6.399, -0.064, -0.211)
H (5.507, -0.721, -1.583)
C (4.812, 1.236, -0.964)
H (5.055, 1.591, -1.963)
H (5.162, 1.965, -0.234)
C (3.320, 0.999, -0.765)
H (2.889, 0.515, -1.658)
H (2.760, 1.914, -0.565)
H (4.815, -0.995, 1.273)
H (1.356, 0.504, 0.917)
H (2.182, -0.761, 1.860)
H (1.534, -1.149, -1.095)
H (1.791, -2.408, 0.141)
H (-1.495, -2.600, 0.848)
H (0.125, -2.937, 1.519)
H (0.005, -0.698, 2.718)
H (-1.242, -1.870, 3.215)
H (-0.178, 1.506, 2.717)
H (0.325, 3.504, 1.380)
H (-0.885, 3.900, -0.742)
H (-2.597, 2.312, -1.485)
C (-4.760, 0.699, -0.481)
H (-4.735, 1.387, -1.323)
H (-5.016, 1.261, 0.414)
H (-5.544, -0.033, -0.659)
H (-3.521, -0.753, 0.486)
H (-4.795, -1.578, -2.226)
H (-3.843, -2.599, -1.147)
H (-3.354, -2.392, -2.829)

---

Verdict on stability: A comes out on top.

---

A:
ORCA calculation (ωB97M-V with the def2-TZVPD basis set) on a cluster of 2 separate species, C4H8O2 in total.

Results
2S+1: 2
HOMO energy (alpha / beta): -14.942 / -14.941 eV
E_LUMO (alpha / beta): -5.46 / -8.63 eV
<S²>: 0.79
gap between HOMO and LUMO (alpha / beta): 9.4833 / 6.3065 eV
total charge: +1

Cartesian coordinates (Å):
C (0.895, 0.460, 1.466)
C (-0.294, 0.195, 0.952)
O (-1.425, -0.275, 1.612)
C (-0.606, 0.592, -0.465)
C (-1.902, 0.831, -0.911)
H (1.131, 0.347, 2.478)
H (1.937, 0.509, 1.023)
H (-1.833, 0.597, 1.934)
H (0.121, 0.525, -1.307)
H (-2.848, 0.335, -0.404)
H (-1.942, 1.312, -2.004)
H (2.576, -1.442, -0.842)
H (2.203, -1.878, -2.229)
O (1.987, -2.110, -1.302)

---

B:
ORCA calculation (ωB97M-V with the def2-TZVPD basis set) on a cluster of 2 separate species, C4H8O2 in total.

Results
2S+1: 2
HOMO energy (alpha / beta): -14.609 / -14.609 eV
E_LUMO (alpha / beta): -5.20 / -8.30 eV
<S²>: 0.78
gap between HOMO and LUMO (alpha / beta): 9.4068 / 6.3065 eV
total charge: +1

Cartesian coordinates (Å):
C (-0.489, -0.711, 2.781)
C (0.425, -0.063, 2.049)
C (0.251, -0.031, 0.604)
C (0.846, 0.982, -0.086)
O (0.911, 0.910, -1.418)
H (-0.363, -1.207, 3.721)
H (-1.430, -1.121, 2.305)
H (1.302, 0.423, 2.464)
H (-0.282, -0.842, 0.134)
H (1.361, 1.868, 0.296)
H (0.561, 1.744, -1.835)
H (-0.901, -0.338, -2.459)
H (-1.278, -1.722, -3.139)
O (-1.597, -0.873, -2.827)

---

Verdict on stability: B comes out on top.

---

A:
ORCA calculation (ωB97M-V with the def2-TZVPD basis set) on an isolated molecule of CH3NP2.

Results
HOMO energy: -8.305 eV
SMILES: N#C[PH2]=P
E_LUMO: 0.14 eV
gap between HOMO and LUMO: 8.4493 eV

Cartesian coordinates (Å):
C (-0.809, -0.009, 1.187)
N (-1.750, 0.137, 1.860)
P (0.671, 0.031, -0.035)
P (0.156, 0.495, -1.957)
H (1.241, -1.146, 0.196)
H (1.504, 0.845, 0.520)
H (-1.012, -0.352, -1.772)

---

B:
ORCA calculation (ωB97M-V with the def2-TZVPD basis set) on a cluster of 2 separate species, CH3NP2 in total.

Results
HOMO energy (alpha / beta): -10.410 / -9.678 eV
E_LUMO (alpha / beta): -2.89 / -3.54 eV
gap between HOMO and LUMO (alpha / beta): 7.5208 / 6.1361 eV

Cartesian coordinates (Å):
C (-3.631, -0.045, -0.134)
N (-4.598, 0.508, 0.120)
P (0.138, 0.736, 0.156)
P (-0.670, -1.215, -0.065)
H (1.454, 0.326, -0.094)
H (-0.051, 1.089, -1.181)
H (-0.697, -1.477, 1.316)

---

Verdict on stability: A comes out on top.